No. 1
Molecular formula: C17H47Ag3NO19P3
Method: DFT, the ωB97M-V functional and the def2-TZVPD basis

Each line ends with the Löwdin charge.
Cartesian coordinates (Å):
1 Ag 1.364224 -3.483473 -0.831238  0.838
2 Ag -1.301246 -1.970300 -3.452306  0.888
3 Ag -2.918193 -3.826459 -0.731670  0.839
4 P -0.541730 4.218773 -2.605602  0.546
5 P 3.256978 -1.968196 2.259194  0.542
6 P 2.968501 -0.623463 -5.129082  0.494
7 O -2.149526 -1.353938 -1.129382  -0.123
8 O 2.449904 -1.841370 -5.668863  -0.214
9 O 4.362150 -0.824309 -4.269646  -0.236
10 O 2.174500 0.352990 -4.050188  -0.229
11 O -0.726331 1.068866 3.949510  -0.159
12 O 3.452314 0.447408 -6.288711  -0.187
13 O -0.919574 5.478955 -3.614887  -0.234
14 O 2.830489 -2.117563 0.808426  -0.318
15 O -0.292529 -1.639865 -0.207645  -0.089
16 O -4.008086 -2.989376 1.180520  -0.276
17 O -1.397535 -0.000624 0.286490  0.098
18 O 0.261491 4.633242 -1.404931  -0.256
19 O 4.685953 -2.683568 2.656207  -0.201
20 O 0.563810 3.813126 4.823162  -0.204
21 O 2.224087 -2.456835 3.407045  -0.215
22 O -1.936720 3.437049 -2.236265  -0.219
23 O -4.615459 -5.457307 -0.168666  -0.243
24 O 3.404130 -0.431075 2.726278  -0.199
25 O 0.296467 3.159813 -3.587506  -0.236
26 N -1.298893 -0.988007 -0.339471  -0.664
27 C -5.376847 -6.275506 -0.962431  -0.130
28 C -1.897197 0.469245 3.688642  -0.169
29 C -0.441851 2.197181 3.232629  -0.188
30 C 3.958832 1.676823 -5.957729  -0.156
31 C 2.278429 0.269581 3.100314  -0.124
32 C 5.092136 -2.024339 -4.317106  -0.118
33 C -0.615245 3.598355 4.046555  -0.145
34 C -4.297847 -4.242000 1.817650  -0.188
35 C 0.874090 -2.643371 3.043957  -0.117
36 C -0.222855 2.790763 -4.881484  -0.117
37 C -1.927586 2.287834 -1.378991  -0.126
38 C -3.902529 -1.819874 1.948612  -0.078
39 C 5.488279 -2.173605 3.694697  -0.112
40 C -5.234577 -5.174750 1.118210  -0.141
41 C 0.640140 5.117200 5.394391  -0.088
42 C -1.114778 6.795920 -3.117998  -0.101
43 C 1.923282 -0.027425 -2.692897  -0.104
44 H 0.920592 -0.396671 -2.477547  0.035
45 H 0.402819 3.140047 -5.702846  0.086
46 H 4.739776 2.052779 -6.618699  0.099
47 H -2.114913 7.016198 -3.491236  0.090
48 H 0.549618 5.810581 4.558247  0.086
49 H -4.783734 -3.887854 2.726829  0.134
50 H 1.505198 0.150818 2.341296  0.086
51 H 4.932678 -1.949774 4.605365  0.096
52 H 2.005737 0.842453 -2.041266  0.107
53 H -0.727505 4.361214 3.276151  0.119
54 H 4.712070 -2.781983 -5.002400  0.084
55 H 4.468237 1.706182 -4.994532  0.091
56 H -0.181027 5.143181 6.110702  0.089
57 H 2.573160 1.316276 3.175555  0.110
58 H 6.037428 -1.259556 3.468728  0.095
59 H -1.945214 0.064846 2.677576  0.042
60 H 1.557232 5.376164 5.923531  0.090
61 H -3.406422 -4.719507 2.224398  0.136
62 H -3.866883 -0.934039 1.314487  0.097
63 H -6.261557 -4.815931 1.050051  0.145
64 H 6.051427 -1.719981 -4.735713  0.097
65 H -1.924338 -0.391253 4.357146  0.099
66 H 0.554461 -2.185418 2.107891  0.053
67 H 5.278938 -2.497162 -3.352926  0.086
68 H -1.172927 6.918277 -2.036451  0.090
69 H 6.273514 -2.902160 3.896461  0.100
70 H -0.180289 1.718265 -5.071354  0.065
71 H -0.923349 2.012147 -1.057132  0.065
72 H 1.900916 -0.042533 4.074052  0.105
73 H 2.658782 -0.673415 -2.213499  0.080
74 H -2.857988 0.983355 3.714636  0.104
75 H 0.554407 2.191315 2.790427  0.100
76 H -3.038031 -1.904375 2.607088  0.090
77 H -1.522823 3.424414 4.624611  0.121
78 H -1.066476 2.154752 2.340363  0.109
79 H -5.698811 -7.191666 -0.467361  0.105
80 H -1.197105 3.178163 -5.179575  0.088
81 H 0.498693 -2.013803 3.850690  0.096
82 H -2.364343 1.371227 -1.775469  0.066
83 H -5.420300 -6.059321 1.727428  0.145
84 H -6.293506 -5.922696 -1.435045  0.104
85 H -4.763081 -6.592112 -1.805732  0.096
86 H 0.511508 -3.659851 3.196964  0.094
87 H -4.823048 -1.641784 2.504521  0.110
88 H 3.235055 2.491270 -5.987940  0.088
89 H -2.395056 2.439535 -0.406086  0.089
90 H -0.406575 7.502857 -3.550179  0.097

Cartesian forces, eV/Å:
Ag 0.507 1.091 0.986
Ag -0.058 0.576 0.594
Ag -0.417 0.440 0.229
P 1.491 1.003 0.313
P 1.360 0.649 1.050
P 4.196 4.380 1.326
O -3.637 -1.906 -3.867
O -1.784 -1.603 -0.364
O -2.617 0.379 -0.155
O 0.049 -1.516 -0.825
O 1.837 0.297 1.686
O -1.990 -3.146 1.050
O 0.842 -3.434 1.459
O 0.076 -0.809 1.629
O 3.847 -3.543 -0.092
O 0.148 -1.377 -2.498
O -1.416 2.887 1.533
O -1.447 -1.120 -2.075
O -2.993 1.161 -1.935
O 0.174 -0.749 -0.337
O 2.110 -0.997 -2.399
O 0.565 0.333 -0.664
O -0.092 1.230 1.596
O 2.340 -2.614 -1.306
O -1.694 1.144 0.509
N 1.696 1.001 1.231
C -0.756 -2.316 -2.068
C -1.689 -2.314 -0.687
C 0.061 2.918 -0.615
C 1.390 2.862 0.920
C -1.389 1.268 0.446
C 1.540 -0.556 -1.017
C 1.100 -2.410 -1.099
C -0.725 1.588 2.693
C -1.238 1.110 1.727
C 0.306 0.112 -1.102
C 1.090 -0.189 0.952
C -0.380 0.447 0.801
C 1.265 0.590 1.423
C 0.347 0.397 -0.594
C -1.010 -0.262 -0.418
C -1.437 0.842 -0.101
C 0.703 0.653 0.649
H -0.472 -0.340 -0.551
H 0.532 0.541 0.413
H -0.021 -0.806 -0.640
H 0.057 0.558 0.023
H -0.332 0.511 0.276
H -0.448 -0.600 0.383
H -0.258 0.222 0.054
H -0.183 -0.345 -0.033
H -0.145 0.487 -0.469
H -0.187 0.323 0.153
H -0.465 0.174 0.035
H -0.294 -0.232 0.294
H -0.115 0.808 0.022
H -0.137 -0.068 -0.073
H -0.353 0.119 -0.647
H 0.439 -0.204 -0.503
H 0.217 -0.851 -0.195
H 0.424 -0.182 -0.621
H 0.543 -0.349 -0.368
H 0.117 0.722 -0.756
H 0.253 -0.332 0.180
H -0.428 -0.026 0.136
H 0.342 -0.224 -0.194
H -0.351 0.408 0.252
H 0.462 -0.468 0.008
H -0.373 -0.250 0.029
H -0.227 -0.256 0.807
H 0.372 0.197 -0.384
H -0.024 -0.066 -0.028
H 0.226 -0.530 -0.661
H 0.125 0.935 0.812
H 0.318 -0.163 0.541
H -0.057 0.327 0.102
H -0.067 0.595 0.405
H -0.467 0.698 -0.156
H 0.280 -0.080 0.428
H -0.254 0.007 0.798
H -1.447 -0.228 -0.222
H -0.306 0.437 -0.758
H 0.824 -0.478 -0.081
H -0.057 1.074 0.415
H 0.165 -0.058 0.053
H 0.362 -0.112 -0.245
H -0.024 -0.381 0.436
H -0.503 -0.316 0.204
H -0.488 0.665 -0.298
H 0.156 -0.363 0.042

- 2S+1: 1
- E_LUMO: -8.837 eV
- Strongest force on any atom: 6.2 eV/A
- Calculated total energy: -98627.790 eV
- Frontier orbital gap: 4.03 eV
- Net charge: +2
- Energy relative to the best compared isomer or geometry (same formula, charge and spin): 77.62 kcal/mol



No. 2
Molecular formula: C17H47AsCl8F6O16P3
Method: DFT, the ωB97M-V functional and the def2-TZVPD basis

Each line ends with the Löwdin charge.
Cartesian coordinates (Å):
1 As 0.560758 0.507892 0.162326  0.994
2 Cl 3.236582 5.261890 1.054119  0.491
3 Cl 0.083465 -4.429652 2.409545  0.538
4 Cl -1.512215 -3.013163 4.386794  0.550
5 Cl -2.649177 1.732613 -5.051451  0.550
6 Cl 5.908901 -1.810543 2.082447  0.473
7 Cl -0.750565 3.535437 -3.958856  0.498
8 Cl 3.296460 -1.150981 3.372554  0.501
9 Cl 0.344015 5.357901 1.575610  0.546
10 P 4.146897 4.112187 -3.225673  0.435
11 P 1.099385 -5.455100 -2.329878  0.427
12 P -4.833941 -4.500813 0.537200  0.510
13 F -0.722059 1.799862 0.317995  -0.280
14 F 1.327079 1.152640 1.650324  -0.288
15 F 1.860357 -0.786540 0.088506  -0.297
16 F -0.379936 -0.585809 1.198800  -0.268
17 F -0.210980 -0.080277 -1.381918  -0.286
18 F 1.576559 1.603742 -0.866703  -0.278
19 O -1.867347 2.969336 5.352895  -0.075
20 O -4.702309 -5.077561 2.092255  -0.232
21 O -3.883747 -5.535939 -0.313113  -0.239
22 O -6.247831 -4.463206 0.096206  -0.252
23 O 4.970860 5.345417 -3.854871  -0.202
24 O 0.573201 -4.340039 -3.340937  -0.206
25 O 5.261182 3.483178 -2.246264  -0.215
26 O -4.899057 4.935458 -1.400347  -0.072
27 O -0.117335 -5.748208 -1.352470  -0.229
28 O -2.350756 4.173983 -0.037717  -0.120
29 O 2.168485 -4.672699 -1.357565  -0.231
30 O -4.024032 -3.074403 0.436243  -0.221
31 O 3.169300 4.802106 -2.119141  -0.283
32 O 1.620546 -6.655801 -3.042484  -0.252
33 O 0.786917 2.205570 3.957758  -0.090
34 O 3.589338 3.173485 -4.204828  -0.221
35 C 3.150536 -3.773807 -1.825483  -0.104
36 C -0.379590 1.378714 4.279743  -0.208
37 C -4.797404 4.502238 -0.019787  -0.223
38 C 0.034814 -3.126668 -2.877710  -0.113
39 C -4.872130 -4.231874 3.259048  -0.107
40 C -2.724496 -2.963406 0.978028  -0.151
41 C 0.027778 -6.719518 -0.310760  -0.102
42 C 5.030398 2.397912 -1.362201  -0.106
43 C 4.184584 -1.367971 1.811786  -0.972
44 C -1.111451 1.794425 5.567251  -0.235
45 C 5.288639 6.474908 -3.117694  -0.140
46 C -3.632434 3.521525 0.178222  -0.219
47 C -3.768097 -5.441697 -1.741951  -0.098
48 C 2.084965 5.624234 -2.529519  -0.116
49 C -1.411278 1.860358 -3.901181  -1.063
50 C 0.021346 -3.008760 3.537990  -0.978
51 C 1.679294 4.332845 1.008594  -0.968
52 H 0.790884 -2.375469 -2.649339  0.076
53 H -3.737858 2.596333 -0.388350  0.115
54 H 4.150864 -4.195519 -1.923527  0.090
55 H 1.450345 4.038344 -0.015584  0.007
56 H 4.689124 7.278192 -3.545960  0.089
57 H -1.102068 1.430087 3.465194  0.107
58 H 5.200653 2.665779 -0.319431  0.081
59 H -0.018164 0.350633 4.302545  0.100
60 H -3.571219 3.209955 1.220949  0.108
61 H 0.756724 -3.171658 4.325885  0.012
62 H 3.625902 -2.138990 1.281233  0.006
63 H -0.630197 1.113803 -4.044950  0.036
64 H -5.878557 -4.456388 3.612300  0.087
65 H -0.370729 2.077518 6.315106  0.120
66 H -1.912917 1.723492 -2.943202  0.015
67 H 4.245506 -0.423149 1.271689  0.015
68 H -0.529756 -3.185705 -1.947189  0.080
69 H -4.543834 -4.861089 -2.241192  0.082
70 H -4.198324 -4.375619 4.103689  0.060
71 H -0.634284 -2.790445 -3.669775  0.098
72 H -0.042473 -7.745530 -0.671944  0.093
73 H -4.788476 -3.158681 3.087712  0.079
74 H 1.024420 2.008498 3.048720  0.001
75 H -2.209467 -3.898828 1.196719  0.031
76 H -4.846429 5.348740 0.665153  0.113
77 H 0.287277 -2.066070 3.059754  0.000
78 H 2.012398 6.497908 -1.881815  0.090
79 H -0.633829 -6.510228 0.529821  0.063
80 H -2.850931 -4.953427 -2.071325  0.078
81 H 2.162389 5.980765 -3.556646  0.090
82 H 5.058829 6.368766 -2.057496  0.087
83 H -3.973233 -6.422681 -2.170544  0.091
84 H -2.171084 2.900977 4.444791  0.068
85 H -4.103587 5.450848 -1.552670  0.073
86 H 3.992670 2.065164 -1.384494  0.068
87 H 1.041262 -6.627985 0.079864  0.077
88 H 1.892787 3.462865 1.629601  0.002
89 H 6.307455 6.859705 -3.163014  0.088
90 H 1.154545 5.057512 -2.494367  0.046
91 H 5.656617 1.523664 -1.540069  0.086
92 H -1.832090 1.043174 5.890374  0.112
93 H -2.794531 -2.518103 1.970442  0.044
94 H 2.869256 -3.363532 -2.795353  0.085
95 H 3.196356 -3.001269 -1.057896  0.074
96 H -2.052916 -2.372450 0.355230  0.081
97 H -5.686228 3.933470 0.253319  0.110
98 H -1.687550 3.601204 0.354305  0.007

Cartesian forces, eV/Å:
As 0.295 0.048 -1.190
Cl -0.462 -0.236 -0.153
Cl 0.317 0.909 0.391
Cl -0.406 0.429 0.040
Cl -1.333 -0.508 -1.631
Cl -0.647 -0.167 -0.053
Cl 0.201 -0.527 0.209
Cl 0.455 0.053 -0.629
Cl 0.265 -0.476 0.071
P 0.684 -0.122 1.276
P 1.609 -0.746 -0.595
P 0.159 -0.314 0.252
F 1.458 -1.514 -0.165
F -0.221 -0.571 -1.570
F -1.569 1.587 -0.095
F 0.485 0.823 -1.004
F 0.812 0.447 2.118
F -1.113 -1.181 1.428
O -0.161 0.455 -0.234
O 1.236 1.013 -1.472
O -0.673 0.919 1.205
O 1.572 0.431 0.222
O -0.284 -1.980 -0.555
O 0.390 -1.267 0.659
O -0.112 0.534 -0.440
O -0.165 -0.297 1.198
O -0.179 0.427 -0.148
O -1.207 -0.052 -0.524
O -1.538 -1.454 -0.501
O -1.572 -1.664 -0.110
O 0.852 -0.625 -1.051
O -0.517 1.579 0.962
O -1.489 -0.061 1.338
O 0.038 0.894 0.377
C 0.206 0.592 -0.080
C 1.035 0.325 -0.253
C 0.152 -0.883 -0.790
C -0.669 1.240 0.321
C -1.040 0.258 -0.100
C 1.035 -0.057 1.124
C 1.251 -0.091 0.414
C -0.939 -0.636 0.745
C 0.106 0.192 0.520
C 0.785 0.563 -0.800
C -0.464 1.835 0.887
C 1.086 1.047 1.029
C -0.988 0.323 -0.629
C -0.759 0.101 -0.371
C 0.585 0.545 1.463
C 0.870 -0.800 0.407
C 0.619 0.352 -0.104
H 0.231 -0.033 -0.409
H -0.108 0.232 -0.527
H -0.160 -0.500 0.064
H 0.267 0.084 0.159
H -0.171 0.256 0.300
H -0.156 0.019 -0.288
H 0.198 0.573 -0.101
H -0.221 -0.272 0.348
H -0.662 -0.095 0.306
H 0.072 -0.238 -0.340
H 0.479 0.143 -0.031
H 0.001 0.377 -0.062
H -0.016 0.236 0.092
H -0.085 -0.469 0.274
H 0.580 0.126 0.107
H -0.484 -0.219 0.217
H -0.176 -0.546 -0.011
H -0.433 0.434 0.642
H 0.485 -0.939 -0.562
H 0.119 0.238 0.140
H -0.458 0.171 -0.210
H -0.164 -0.017 -0.658
H -0.131 -0.179 0.044
H -0.370 -0.388 -0.526
H 0.723 0.159 0.012
H -0.624 -0.223 -0.419
H 0.164 -0.175 0.181
H -0.360 0.063 -0.501
H 0.351 -0.572 0.408
H 0.344 -0.029 -0.122
H -0.146 -0.046 -0.008
H 0.793 -0.196 0.244
H -0.225 0.348 -0.110
H 0.196 0.030 -0.169
H -0.087 -0.022 -0.261
H 0.102 -0.017 0.194
H -0.582 0.321 0.035
H 0.358 -0.861 -0.479
H 0.030 -0.046 0.219
H 0.204 0.279 -0.610
H 0.521 -0.582 0.169
H -0.034 0.456 -0.137
H 0.028 0.198 0.071
H 0.025 0.262 -0.301
H -0.423 0.119 -0.173
H -0.273 -0.085 -0.513
H 0.233 -0.064 -0.105

- 2S+1: 1
- E_LUMO: 1.728 eV
- Strongest force on any atom: 2.3 eV/A
- Calculated total energy: -256352.152 eV
- Frontier orbital gap: 9.95 eV
- Net charge: -1
- Energy relative to the best compared isomer or geometry (same formula, charge and spin): 0.00 kcal/mol